Below is a structure of composition C14H16NOSW, with properties calculated with ωB97M-V/def2-TZVPD.

Structure (XYZ):
```
34
Properties=species:S:1:pos:R:3:lowdin_charge:R:1
W -0.392 0.099 -0.130 1.570
C 0.568 0.365 3.317 0.003
C -0.472 0.174 2.267 -0.336
C -0.850 -1.114 1.816 -0.079
C -1.883 -1.306 0.850 -0.345
C -2.311 -2.676 0.411 0.016
C -2.667 -0.142 0.506 -0.034
C -2.354 1.145 0.955 -0.272
C -3.184 2.334 0.617 0.031
C -1.099 1.310 1.645 -0.086
H 1.134 1.285 3.177 0.115
H 1.237 -0.490 3.403 0.105
H 0.039 0.454 4.274 0.141
H -0.321 -1.985 2.189 0.165
H -1.491 -3.390 0.465 0.109
H -2.721 -2.669 -0.598 0.110
H -3.101 -3.017 1.086 0.131
H -3.521 -0.282 -0.150 0.169
H -2.576 3.201 0.356 0.116
H -3.741 2.606 1.523 0.141
H -3.908 2.127 -0.168 0.113
H -0.769 2.305 1.918 0.164
O 0.362 0.347 -1.825 -0.247
N 1.666 0.169 -2.221 -0.127
C 2.014 0.426 -3.485 0.087
C 3.340 0.228 -3.835 0.062
C 4.244 -0.220 -2.884 0.066
C 3.825 -0.477 -1.571 0.025
C 2.505 -0.271 -1.256 -0.503
S 1.749 -0.532 0.321 0.953
H 1.233 0.770 -4.150 0.176
H 3.643 0.430 -4.854 0.155
H 5.282 -0.377 -3.151 0.155
H 4.518 -0.828 -0.817 0.150
```

frontier orbital gap (alpha / beta)	6.9 / 6.9	eV
charge	+3
2S+1	1
total energy	-30944.47145	eV